Entry 1:
{"formula": "C5H12BeO9", "method": "ωB97M-V/def2-TZVPD", "species": ["Be", "C", "O", "O", "O", "C", "O", "O", "O", "C", "O", "H", "H", "H", "H", "C", "O", "H", "H", "H", "H", "C", "O", "H", "H", "H", "H"], "positions_angstrom": [[-23.61023, -4.86287, -8.20335], [-25.56444, -6.71869, -8.72754], [-25.23073, -6.00704, -9.76671], [-24.69355, -6.79142, -7.75574], [-26.75986, -7.07907, -8.48194], [-25.71094, -3.71619, -7.12032], [-24.65404, -4.19433, -6.47433], [-26.87798, -3.83897, -6.65328], [-25.52308, -3.44412, -8.36899], [-21.26751, -2.90237, -9.58698], [-22.65905, -3.08278, -9.85990], [-21.11733, -3.46621, -8.66717], [-20.60682, -3.35367, -10.33296], [-21.10238, -1.82648, -9.51950], [-23.04989, -2.34687, -10.33348], [-21.22365, -4.57866, -5.71707], [-22.19851, -5.40756, -6.28059], [-20.29791, -4.45358, -6.29485], [-21.51593, -3.55439, -5.47583], [-21.00550, -4.96805, -4.71371], [-21.90628, -6.31081, -6.13347], [-22.32545, -6.63637, -10.74274], [-21.63314, -6.09630, -9.61886], [-21.98465, -6.18486, -11.68631], [-22.12145, -7.69907, -10.90161], [-23.40291, -6.45177, -10.69377], [-20.76051, -6.49200, -9.58330]], "atomic_forces_ev_per_a": [[-6.0, -1.1, 2.2], [-2.0, 1.9, 1.2], [1.3, -0.3, -0.5], [2.7, 0.7, -0.2], [1.0, -0.9, -1.1], [-1.4, -2.5, -1.0], [2.0, 0.4, -0.9], [0.8, 1.3, 0.8], [1.7, 0.7, -0.5], [-1.1, 0.0, -0.2], [0.6, -1.0, 0.1], [0.4, 0.5, 0.2], [-0.1, 0.1, -0.3], [0.6, -0.1, 0.4], [-0.2, 0.0, 0.2], [0.6, 0.3, 1.4], [0.2, 0.6, -0.8], [0.0, -0.4, -0.1], [-1.0, -0.1, -0.6], [0.5, -0.1, -0.1], [-0.4, -0.2, -0.3], [0.1, -0.2, -1.4], [-0.3, 0.2, 0.1], [0.2, 0.4, 0.1], [-0.2, -0.2, 0.5], [-0.1, 0.0, 0.7], [0.0, 0.0, 0.1]], "nbo_charge": [1.504, 0.923, -0.907, -0.939, -0.831, 0.919, -0.965, -0.819, -0.897, -0.242, -0.723, 0.181, 0.152, 0.157, 0.487, -0.250, -0.688, 0.132, 0.196, 0.151, 0.478, -0.284, -0.747, 0.120, 0.140, 0.295, 0.458], "energy_ha": -889.49599, "gap_ev": 3.6, "homo_energy_ha": 0.0305, "total_charge": -2, "e_above_lowest_kj_mol": 0.0}



Entry 2:
{"formula": "C5H12Br3NOSi", "method": "ωB97M-V/def2-TZVPD", "species": ["C", "N", "C", "C", "O", "C", "Si", "H", "H", "H", "H", "H", "H", "H", "H", "H", "H", "H", "C", "Br", "Br", "Br", "H"], "positions_angstrom": [[-1.43973, -0.49706, 1.13515], [-0.78912, -1.57945, 0.30786], [-0.69466, -0.96999, -1.10686], [0.64647, -1.84922, 0.68274], [1.40525, -2.48802, -0.25203], [1.38764, -1.51837, 2.10375], [2.19593, 0.26223, 1.94478], [-2.61720, -0.67453, 1.04701], [-1.27955, 0.60353, 0.70456], [-1.20537, -0.52913, 2.28164], [-0.51055, -1.79700, -1.92432], [-1.66284, -0.37644, -1.40231], [0.22220, -0.20804, -1.05587], [0.69788, -1.60417, 3.04777], [2.29303, -2.26870, 2.29104], [3.46581, 0.37665, 2.65958], [1.16433, 1.20648, 2.41749], [2.31088, 0.49111, 0.49557], [-1.02389, 2.63868, -3.13803], [-0.54998, 2.55040, -1.25346], [-2.56617, 1.52688, -3.54953], [-1.27334, 4.47282, -3.73647], [-0.17702, 2.23136, -3.70010]], "atomic_forces_ev_per_a": [[-2.1, 0.7, 0.7], [3.2, 2.3, 0.5], [0.5, 0.1, -1.2], [3.0, -3.8, -3.8], [-4.3, 3.9, 5.4], [-0.3, -1.1, 0.1], [-1.4, -1.0, -0.3], [2.5, 0.4, 0.2], [0.0, -2.4, 1.0], [-0.2, -0.1, -2.3], [-0.2, 1.7, 1.9], [1.8, -1.3, 0.9], [-2.1, -1.7, -0.6], [1.1, 0.3, -1.9], [-2.2, 1.3, -0.9], [0.1, 0.0, 0.1], [0.2, 0.2, 0.2], [0.3, 0.1, -0.1], [0.2, -0.1, -0.2], [-0.1, 0.3, -0.5], [0.3, 0.3, 0.1], [0.0, -0.5, 0.2], [-0.4, 0.2, 0.3]], "nbo_charge": [-0.457, -0.469, -0.447, 0.685, -0.624, -0.931, 0.876, 0.217, 0.197, 0.218, 0.242, 0.213, 0.201, 0.255, 0.281, -0.144, -0.171, -0.155, -0.488, 0.086, 0.090, 0.094, 0.230], "energy_ha": -8339.10484, "gap_ev": 9.1, "homo_energy_ha": -0.3462, "e_above_lowest_kj_mol": 270.1}



Entry 3:
{"formula": "C5H12BrNO", "method": "ωB97M-V/def2-TZVPD", "species": ["C", "C", "C", "C", "C", "N", "O", "Br", "H", "H", "H", "H", "H", "H", "H", "H", "H", "H", "H", "H"], "positions_angstrom": [[1.84777, 1.05682, 0.94691], [0.56442, -0.90438, -2.04468], [0.15492, -1.88307, 0.62524], [-2.97015, 1.45376, -0.52411], [1.28244, 0.76828, -0.44754], [1.10678, -0.39319, -0.85877], [1.43090, -1.61302, -0.05984], [-3.07537, -0.30422, 0.23850], [2.43303, 1.98189, 0.85990], [0.99146, 1.30278, 1.53969], [2.52329, 0.16498, 1.30959], [1.26504, -1.75719, -2.49985], [-0.30274, -1.45332, -1.85702], [0.27451, -0.15271, -2.81534], [-0.63686, -2.13655, 0.05639], [-0.01466, -0.98570, 1.16438], [0.27673, -2.78724, 1.24627], [-3.02208, 1.14367, -1.64860], [-1.97363, 1.78908, -0.34106], [-3.76461, 2.03610, -0.21027]], "atomic_forces_ev_per_a": [[1.6, -1.8, -1.6], [1.4, -1.4, -3.7], [4.0, -0.4, 1.9], [1.3, -2.6, -3.6], [0.3, 1.9, 0.6], [0.8, -1.0, 1.1], [-1.5, -0.4, 0.3], [-0.2, -0.5, 0.7], [-0.1, -0.4, 0.1], [-0.4, -0.2, 0.8], [-1.5, 1.8, -0.2], [-1.1, 2.2, 0.8], [-1.6, -0.7, 0.6], [0.7, -0.3, 0.8], [-2.4, -0.4, -2.7], [-0.7, 0.4, 1.0], [0.5, 0.7, 0.2], [-0.1, 1.3, 1.9], [0.4, 0.6, 0.3], [-1.3, 1.2, 0.6]], "nbo_charge": [-0.719, -0.410, -0.260, -0.633, 0.112, -0.162, -0.439, -0.037, 0.232, 0.234, 0.220, 0.214, 0.201, 0.230, 0.170, 0.182, 0.194, 0.225, 0.229, 0.217], "energy_ha": -2901.53061, "gap_ev": 8.7, "homo_energy_ha": -0.2932, "e_above_lowest_kj_mol": 548.7}



Entry 4:
{"formula": "C5H12Cl2OSi", "method": "ωB97M-V/def2-TZVPD", "species": ["C", "C", "C", "Si", "O", "H", "H", "H", "H", "H", "H", "H", "H", "Cl", "C", "C", "Cl", "H", "H", "H", "H"], "positions_angstrom": [[3.64702, -2.10239, 1.08453], [3.59935, -0.81636, 0.66302], [2.46564, -0.20488, -0.12710], [0.75556, -1.01621, -0.02732], [-0.26992, 0.03770, 0.77162], [4.42459, -2.80108, 0.79347], [2.84664, -2.49973, 1.70052], [4.44468, -0.15578, 0.86249], [2.31295, 0.84504, 0.14531], [2.80919, -0.25032, -1.16292], [0.73447, -2.27016, 0.75069], [0.24826, -1.29732, -1.38100], [-0.00051, 0.10276, 1.69680], [-3.97347, 2.89805, -2.27470], [-4.00046, 2.13013, -0.66451], [-2.97107, 1.03826, -0.53350], [-3.36214, -0.37533, -1.54909], [-5.00507, 1.75152, -0.49489], [-3.79251, 2.91243, 0.06353], [-2.93206, 0.68825, 0.49512], [-1.98114, 1.38542, -0.81208]], "atomic_forces_ev_per_a": [[-0.3, 0.2, 0.0], [0.1, -0.1, 0.2], [-0.6, 0.1, 1.4], [0.1, 0.0, 0.1], [0.2, -0.1, 0.0], [1.0, 0.5, 1.4], [-0.8, -0.6, -1.4], [0.7, -0.4, -1.4], [0.0, 0.1, -0.3], [0.0, 0.1, 0.0], [0.1, -0.1, 0.0], [-0.2, 0.2, 0.0], [-0.3, 0.1, -0.1], [0.0, 0.0, 0.0], [0.0, 0.0, 0.1], [0.0, 0.0, 0.0], [0.0, 0.0, 0.0], [0.0, 0.0, -0.1], [0.0, 0.0, 0.0], [0.0, 0.0, 0.0], [0.0, 0.0, 0.0]], "nbo_charge": [-0.446, -0.135, -0.923, 1.421, -1.084, 0.207, 0.198, 0.193, 0.238, 0.258, -0.220, -0.196, 0.490, -0.064, -0.385, -0.384, -0.067, 0.221, 0.220, 0.229, 0.229], "energy_ha": -1482.77487, "smiles": "C=CC[SiH2]O.ClCCCl", "gap_ev": 8.9, "homo_energy_ha": -0.3094, "e_above_lowest_kj_mol": 139.4}



Entry 5:
{"formula": "C5H12ClNSi", "method": "ωB97M-V/def2-TZVPD", "species": ["C", "C", "Si", "C", "Cl", "N", "C", "C", "H", "H", "H", "H", "H", "H", "H", "H", "H", "H", "H", "H"], "positions_angstrom": [[2.03889, 0.60014, 2.78003], [0.83527, 0.16476, 2.31568], [0.51426, -0.05152, 0.45869], [1.01164, -1.75606, -0.08927], [1.73164, 1.28678, -0.48531], [-1.22129, 0.48816, 0.20310], [-1.53167, 1.12183, -1.06515], [-1.78009, 0.02349, -2.28472], [2.17092, 0.82797, 3.78912], [2.98496, 0.59803, 2.18970], [-0.05360, 0.13967, 2.89236], [1.91362, -2.08242, 0.48446], [0.29488, -2.53799, -0.31345], [1.33555, -1.52791, -1.10174], [-1.94967, -0.09886, 0.43651], [-0.72785, 1.79585, -1.42859], [-2.41441, 1.60924, -1.01042], [-2.42414, -0.84997, -1.97000], [-2.01701, 0.60244, -3.19800], [-0.71190, -0.35362, -2.60303]], "atomic_forces_ev_per_a": [[-1.1, -1.5, -1.7], [2.2, 1.0, -1.5], [-2.3, -0.1, 1.6], [0.8, 0.3, -0.7], [0.2, 0.2, -0.4], [4.1, 1.3, -0.9], [2.1, -3.2, -2.5], [3.0, 0.7, 0.6], [0.2, 0.4, 1.6], [-1.1, 0.2, 0.2], [-0.5, 0.1, 1.0], [-0.9, 0.0, -0.4], [-0.3, -0.1, 0.8], [0.6, -0.1, -0.4], [-1.5, -1.7, 0.9], [-0.6, -0.4, 0.5], [-2.7, 2.0, 0.4], [0.5, 1.2, -0.7], [-0.8, -0.6, 0.5], [-1.9, 0.2, 0.9]], "nbo_charge": [-0.337, -0.660, 1.695, -1.170, -0.383, -1.023, -0.197, -0.652, 0.185, 0.196, 0.217, 0.255, 0.257, 0.246, 0.378, 0.200, 0.177, 0.209, 0.214, 0.193], "energy_ha": -1002.17573, "smiles": "C=C[Si@](C)(Cl)NCC", "gap_ev": 9.8, "homo_energy_ha": -0.3273, "e_above_lowest_kj_mol": 8.1}



Entry 6:
{"formula": "C5H12IN2", "method": "ωB97M-V/def2-TZVPD", "species": ["C", "C", "C", "C", "C", "N", "N", "I", "H", "H", "H", "H", "H", "H", "H", "H", "H", "H", "H", "H"], "positions_angstrom": [[0.17443, -0.37984, -0.40469], [2.15519, 1.84371, 0.54831], [-2.34559, -1.99775, 1.00551], [1.20926, 1.81097, -0.69691], [-2.24521, -1.29677, -0.24195], [0.04550, 0.89283, -0.54148], [1.25823, -1.17267, -0.56731], [-3.22605, 0.43279, -0.68294], [1.49287, 2.04578, 1.42021], [2.93810, 1.04406, 0.43387], [2.74039, 2.68571, 0.48039], [-3.32920, -2.50801, 1.25568], [-2.24327, -1.16254, 1.71444], [-1.62571, -2.73552, 1.16868], [0.80932, 2.78358, -0.79121], [1.65191, 1.50849, -1.64548], [-2.00482, -1.99006, -1.15066], [-0.89662, 1.28623, -0.65670], [1.18606, -2.13981, -0.24030], [2.25521, -0.95120, -0.40746]], "atomic_forces_ev_per_a": [[-2.0, -1.9, -0.4], [-1.4, -1.8, -1.4], [-1.9, 1.6, 2.2], [0.2, -0.8, 0.6], [2.4, -1.6, -3.9], [1.4, 0.1, 0.2], [0.3, -0.1, 1.3], [-0.3, -0.2, 0.1], [0.9, -1.1, -0.1], [-1.2, 0.2, 1.2], [1.3, 2.3, -0.4], [0.7, 0.8, -0.8], [0.0, -0.8, 0.7], [1.4, -1.0, 0.0], [-0.6, 1.0, -0.4], [0.5, 0.3, 0.1], [-0.6, 1.8, 1.4], [0.4, -0.3, 0.3], [-0.7, 0.5, -0.4], [-0.8, 0.9, -0.4]], "nbo_charge": [0.474, -0.632, -0.755, -0.234, -0.213, -0.584, -0.811, 0.371, 0.239, 0.215, 0.236, 0.290, 0.242, 0.253, 0.218, 0.212, 0.241, 0.413, 0.414, 0.410], "energy_ha": -604.54615, "gap_ev": [8.1, 8.1], "homo_energy_ha": [-0.4790, -0.4789], "total_charge": 1, "e_above_lowest_kj_mol": 349.4}